A single H2N2O3 molecule at a distorted geometry, computed with ωB97M-V/def2-TZVPD.

```
7
Properties=species:S:1:pos:R:3
O -2.577 -0.140 0.039
N -1.462 -0.295 0.274
O -0.609 0.466 -0.485
N 0.663 0.439 0.310
O 1.470 -0.457 -0.302
H 1.269 1.318 0.060
H 1.247 -1.330 0.105
```

For the gap between HOMO and LUMO, the calculation gives 10.8 eV. Its relative energy (zero: lowest compared OMol25 entry of this formula, charge and spin) is 26.9 kcal/mol. The calculation puts the largest force on an atom at 2.912 eV/Å. The value obtained for the molar mass is 78.0 g mol⁻¹.


A single C7H8Cl2OS molecule at a distorted geometry, computed with ωB97M-V/def2-TZVPD.

```
19
Properties=species:S:1:pos:R:3
C -3.159 -0.398 1.051
S -2.507 1.017 0.036
O -1.595 0.220 -1.166
C -0.189 0.064 -1.111
C 0.475 1.334 -0.607
C 1.695 1.316 -0.067
Cl 2.369 2.848 0.664
C 2.422 0.057 0.190
C 1.571 -1.133 0.021
Cl 2.319 -2.586 0.626
C 0.363 -1.133 -0.521
H -2.207 -1.043 1.254
H -3.924 -0.767 0.446
H -3.742 -0.146 1.953
H 0.156 0.015 -2.235
H -0.078 2.171 -0.796
H 3.305 0.234 -0.452
H 2.990 0.035 1.078
H -0.264 -2.108 -0.363
```

For the gap between HOMO and LUMO, the calculation gives 9.5 eV. Its relative energy (zero: lowest compared OMol25 entry of this formula, charge and spin) is 23.5 kcal/mol. The calculation puts the largest force on an atom at 4.140 eV/Å. The value obtained for the molar mass is 211.1 g mol⁻¹.


A single CH2Cl4P2 molecule at a distorted geometry, computed with ωB97M-V/def2-TZVPD.

```
9
Properties=species:S:1:pos:R:3
Cl 2.500 1.255 -0.638
C 1.360 -0.129 -0.116
P -0.499 0.258 0.313
Cl -0.388 1.740 1.558
Cl -0.964 1.122 -1.402
P -2.228 -1.011 1.129
Cl -2.585 -1.974 -0.541
H 1.177 -0.640 -1.056
H 1.627 -0.621 0.753
```

For the gap between HOMO and LUMO, the calculation gives 7.0 eV. Its relative energy (zero: lowest compared OMol25 entry of this formula, charge and spin) is 34.7 kcal/mol. The calculation puts the largest force on an atom at 3.760 eV/Å. The value obtained for the molar mass is 217.8 g mol⁻¹.


5 unconnected molecules or ions with the total composition C19H39F3N3O7S at a distorted geometry, computed with ωB97M-V/def2-TZVPD.

```
72
Properties=species:S:1:pos:R:3
C 6.641 -0.247 4.712
O 5.257 -0.259 5.003
C 4.823 1.029 5.433
C 3.285 1.042 5.460
N 2.634 1.062 4.097
H 1.630 1.179 4.254
H 2.955 1.807 3.473
C 2.832 -0.223 3.321
C 1.481 -0.915 3.246
O 0.833 -1.020 4.512
C 0.861 -2.321 5.064
H 6.855 -0.489 3.668
H 7.171 -1.047 5.239
H 7.232 0.637 4.960
H 5.197 1.840 4.801
H 5.264 1.223 6.414
H 3.026 1.981 5.946
H 2.888 0.163 5.958
H 3.495 -0.893 3.855
H 3.178 0.002 2.315
H 1.632 -1.934 2.882
H 0.824 -0.404 2.542
H 0.466 -3.069 4.372
H 0.265 -2.354 5.972
H 1.875 -2.656 5.314
C 0.203 0.311 0.136
C 1.421 1.250 0.036
O 1.787 1.790 1.118
O 1.934 1.466 -1.084
H 0.598 -0.704 0.245
H -0.370 0.399 -0.786
H -0.414 0.545 1.002
C -4.068 1.227 0.580
F -5.129 0.411 0.447
F -3.026 0.667 -0.020
F -4.395 2.382 -0.009
S -3.643 1.532 2.434
O -2.415 2.313 2.370
O -4.830 2.181 2.976
O -3.500 0.181 2.983
C -1.778 2.595 -3.723
C -1.979 1.146 -3.412
N -2.936 0.451 -4.279
C -4.289 0.922 -3.913
C -5.292 0.451 -4.962
C -2.803 -1.013 -4.150
C -3.151 -1.706 -2.862
H -0.734 2.849 -3.524
H -2.377 3.338 -3.192
H -1.933 2.840 -4.778
H -1.052 0.606 -3.637
H -2.091 0.925 -2.341
H -4.590 0.627 -2.902
H -4.265 2.013 -3.916
H -5.402 -0.639 -4.923
H -6.342 0.743 -4.877
H -4.978 0.696 -5.977
H -1.745 -1.170 -4.382
H -3.346 -1.392 -5.018
H -2.590 -1.445 -1.963
H -3.183 -2.787 -3.008
H -4.162 -1.485 -2.493
N 1.716 -1.344 -3.108
C 1.323 -0.691 -4.258
C 1.079 -1.634 -5.189
C 1.323 -2.922 -4.620
C 1.733 -2.697 -3.349
H 1.966 -0.886 -2.243
H 1.108 0.364 -4.292
H 0.774 -1.538 -6.220
H 1.157 -3.876 -5.093
H 2.088 -3.425 -2.637
```

For the gap between HOMO and LUMO, the calculation gives 6.8 eV. The total charge is -1. The calculation puts the largest force on an atom at 2.308 eV/Å. The value obtained for the molar mass is 510.6 g mol⁻¹.


What are the E_HOMO values for these records? In order: -10.339, -8.904, -7.623, -5.343 eV.